Run w
Entry from OMol25: a 2-piece molecular cluster, C9H14 overall (ωB97M-V/def2-TZVPD).

Element x y z (Å)
C  -2.136  0.750  -0.451
C  -1.267  -0.455  -0.416
C  -0.896  -1.122  -1.593
C  -0.456  -2.421  -1.539
C  -0.171  -3.055  -0.312
C  -0.400  -2.329  0.835
C  -0.909  -1.040  0.794
H  -2.068  1.297  0.486
H  -3.169  0.469  -0.620
H  -1.927  1.377  -1.323
H  -0.881  -0.517  -2.495
H  -0.472  -3.152  -2.342
H  0.148  -4.082  -0.338
H  -0.102  -2.675  1.818
H  -1.108  -0.467  1.691
C  1.347  2.086  0.234
C  2.582  2.329  1.101
H  0.769  1.336  0.765
H  0.691  2.948  0.212
H  1.606  1.782  -0.771
H  3.530  2.297  0.613
H  2.730  1.514  1.820
H  2.558  3.131  1.832

Results
frontier orbital gap	9.9	eV
SMILES string	Cc1ccccc1.CC
charge	0

And the Mulliken charges, in e, turn out to be:
1 C -1.45
2 C 0.77
3 C -0.40
4 C -0.47
5 C -0.38
6 C -0.54
7 C -0.28
8 H 0.35
9 H 0.38
10 H 0.34
11 H 0.32
12 H 0.31
13 H 0.39
14 H 0.33
15 H 0.33
16 C -0.44
17 C -1.05
18 H -0.05
19 H 0.33
20 H 0.30
21 H 0.31
22 H 0.30
23 H 0.31

=====

Run x
Entry from OMol25: a 2-piece molecular cluster, C9H14 overall (ωB97M-V/def2-TZVPD).

Element x y z (Å)
C  -1.799  2.197  -0.254
C  -0.964  1.133  -0.892
C  0.400  1.227  -1.073
C  1.111  0.099  -1.500
C  0.492  -1.114  -1.775
C  -0.913  -1.160  -1.735
C  -1.608  -0.053  -1.311
H  -1.136  2.846  0.333
H  -2.459  1.877  0.556
H  -2.382  2.713  -1.016
H  0.890  2.188  -0.966
H  2.190  0.094  -1.558
H  1.065  -1.891  -2.256
H  -1.465  -2.043  -2.029
H  -2.690  -0.056  -1.256
C  0.526  -1.415  2.194
C  1.814  -0.647  1.957
H  -0.326  -0.937  1.690
H  0.531  -2.434  1.814
H  0.215  -1.369  3.237
H  1.760  0.382  2.329
H  2.605  -1.067  2.586
H  2.145  -0.569  0.926

Results
frontier orbital gap	10.0	eV
SMILES string	Cc1ccccc1.CC
charge	0

And the Mulliken charges, in e, turn out to be:
1 C -1.50
2 C 0.66
3 C -0.34
4 C -0.58
5 C -0.39
6 C -0.47
7 C -0.39
8 H 0.38
9 H 0.35
10 H 0.33
11 H 0.36
12 H 0.42
13 H 0.42
14 H 0.39
15 H 0.35
16 C -0.75
17 C -0.70
18 H 0.13
19 H 0.26
20 H 0.34
21 H 0.24
22 H 0.33
23 H 0.15

=====

What is the stability order? It is run x, run w, from most stable to least stable.

=====

Run w
Entry from OMol25: a 2-piece molecular cluster, C9H14 overall (ωB97M-V/def2-TZVPD).

Element x y z (Å)
C  2.386  0.226  -1.451
C  0.842  -0.041  -1.578
C  -0.149  0.936  -1.420
C  -1.477  0.751  -1.302
C  -1.945  -0.582  -1.780
C  -0.943  -1.491  -2.038
C  0.394  -1.347  -1.821
H  2.606  1.360  -1.519
H  2.919  -0.247  -2.229
H  2.888  -0.020  -0.463
H  0.318  1.929  -1.418
H  -2.168  1.554  -0.890
H  -3.017  -0.793  -2.051
H  -1.401  -2.501  -2.184
H  1.195  -2.203  -1.753
C  -0.719  0.436  3.593
C  0.078  0.104  2.264
H  -0.027  0.880  4.251
H  -1.571  1.136  3.384
H  -1.125  -0.293  4.176
H  -0.559  0.090  1.452
H  0.835  0.921  2.169
H  0.639  -0.805  2.606

Results
frontier orbital gap	9.9	eV
SMILES string	Cc1ccccc1.CC
charge	0

And the Mulliken charges, in e, turn out to be:
1 C -1.33
2 C 0.81
3 C -0.39
4 C -0.39
5 C -0.39
6 C -0.34
7 C -0.32
8 H 0.31
9 H 0.40
10 H 0.26
11 H 0.22
12 H 0.34
13 H 0.35
14 H 0.25
15 H 0.25
16 C -1.14
17 C -0.44
18 H 0.32
19 H 0.27
20 H 0.40
21 H 0.08
22 H 0.24
23 H 0.27

=====

Run x
Entry from OMol25: a 2-piece molecular cluster, C9H14 overall (ωB97M-V/def2-TZVPD).

Element x y z (Å)
C  -1.328  -2.877  2.135
C  -1.228  -1.504  1.538
C  -0.110  -0.711  1.733
C  -0.024  0.516  1.087
C  -1.046  0.978  0.288
C  -2.153  0.170  0.075
C  -2.248  -1.060  0.700
H  -0.403  -3.230  2.585
H  -1.660  -3.723  1.523
H  -2.022  -2.837  2.976
H  0.629  -0.961  2.479
H  0.788  1.197  1.311
H  -0.972  1.911  -0.259
H  -3.009  0.467  -0.519
H  -3.127  -1.679  0.604
C  2.476  1.451  -1.595
C  2.051  1.866  -3.005
H  3.494  1.766  -1.379
H  1.819  1.956  -0.892
H  2.453  0.376  -1.397
H  2.011  2.954  -3.034
H  2.603  1.385  -3.801
H  1.006  1.586  -3.152

Results
frontier orbital gap	10.1	eV
SMILES string	Cc1ccccc1.CC
charge	0

And the Mulliken charges, in e, turn out to be:
1 C -1.46
2 C 0.88
3 C -0.55
4 C -0.33
5 C -0.57
6 C -0.34
7 C -0.51
8 H 0.35
9 H 0.34
10 H 0.31
11 H 0.33
12 H 0.43
13 H 0.39
14 H 0.36
15 H 0.37
16 C -0.64
17 C -0.93
18 H 0.33
19 H 0.10
20 H 0.28
21 H 0.28
22 H 0.32
23 H 0.27

=====

Run y
Entry from OMol25: a 2-piece molecular cluster, C9H14 overall (ωB97M-V/def2-TZVPD).

Element x y z (Å)
C  0.522  -2.507  -0.827
C  -0.370  -1.729  0.138
C  -1.143  -0.582  -0.181
C  -1.812  0.223  0.727
C  -1.643  -0.134  2.072
C  -0.962  -1.310  2.387
C  -0.436  -2.169  1.460
H  0.878  -1.745  -1.493
H  -0.226  -2.977  -1.467
H  1.337  -3.185  -0.454
H  -1.277  -0.415  -1.267
H  -2.454  1.009  0.355
H  -2.041  0.520  3.011
H  -0.849  -1.634  3.442
H  0.194  -2.955  1.842
C  1.772  1.860  -0.894
C  0.932  3.090  -1.568
H  2.648  2.305  -0.413
H  0.998  1.574  -0.179
H  1.882  0.962  -1.519
H  0.040  2.449  -2.139
H  1.459  3.748  -2.315
H  0.550  3.601  -0.720

Results
frontier orbital gap	9.8	eV
SMILES string	Cc1ccccc1.CC
charge	0

And the Mulliken charges, in e, turn out to be:
1 C -1.33
2 C 0.64
3 C -0.16
4 C -0.59
5 C -0.24
6 C -0.28
7 C -0.57
8 H 0.34
9 H 0.33
10 H 0.34
11 H 0.34
12 H 0.41
13 H 0.19
14 H 0.29
15 H 0.28
16 C -0.59
17 C -0.75
18 H 0.33
19 H 0.11
20 H 0.19
21 H 0.16
22 H 0.30
23 H 0.26

=====

What is the stability order? It is run x, run y, run w, from most stable to least stable.

=====

Run w
Entry from OMol25: a 2-piece molecular cluster, C9H14 overall (ωB97M-V/def2-TZVPD).

Element x y z (Å)
C  0.593  -2.067  -1.663
C  -0.341  -0.959  -1.237
C  -0.151  -0.405  0.034
C  -0.999  0.574  0.513
C  -2.000  1.091  -0.307
C  -2.158  0.594  -1.586
C  -1.326  -0.430  -2.046
H  1.628  -1.791  -1.477
H  0.501  -2.325  -2.722
H  0.377  -2.978  -1.096
H  0.580  -0.811  0.731
H  -0.864  0.939  1.526
H  -2.632  1.892  0.064
H  -2.939  1.019  -2.211
H  -1.546  -0.876  -3.009
C  2.321  1.348  2.091
C  2.430  0.201  3.110
H  1.335  1.807  2.098
H  3.160  2.039  2.183
H  2.354  0.908  1.089
H  2.775  0.570  4.087
H  1.473  -0.266  3.295
H  3.187  -0.509  2.784

Results
frontier orbital gap	10.1	eV
SMILES string	Cc1ccccc1.CC
charge	0

And the Mulliken charges, in e, turn out to be:
1 C -1.40
2 C 0.55
3 C -0.12
4 C -0.49
5 C -0.48
6 C -0.49
7 C -0.41
8 H 0.32
9 H 0.36
10 H 0.31
11 H 0.42
12 H 0.37
13 H 0.35
14 H 0.35
15 H 0.33
16 C -0.67
17 C -0.88
18 H 0.18
19 H 0.33
20 H 0.21
21 H 0.34
22 H 0.27
23 H 0.25

=====

Run x
Entry from OMol25: a 2-piece molecular cluster, C9H14 overall (ωB97M-V/def2-TZVPD).

Element x y z (Å)
C  -1.178  2.767  1.906
C  -0.241  1.491  1.538
C  0.702  1.670  0.560
C  1.457  0.508  0.146
C  1.053  -0.745  0.626
C  -0.094  -0.911  1.431
C  -0.777  0.201  1.838
H  -2.037  2.766  1.131
H  -0.707  3.618  1.883
H  -1.432  2.551  2.889
H  1.025  2.622  0.305
H  2.360  0.729  -0.528
H  1.688  -1.597  0.421
H  -0.357  -1.953  1.558
H  -1.753  0.283  2.293
C  0.013  -0.974  -2.391
C  -0.003  -2.484  -2.145
H  -0.715  -0.678  -2.988
H  -0.164  -0.455  -1.457
H  1.105  -0.769  -2.749
H  0.803  -2.754  -1.368
H  0.159  -3.091  -3.031
H  -0.907  -2.795  -1.868

Results
frontier orbital gap	9.9	eV
SMILES string	Cc1ccccc1.CC
charge	0

And the Mulliken charges, in e, turn out to be:
1 C -1.55
2 C 0.71
3 C -0.62
4 C -0.42
5 C -0.69
6 C -0.45
7 C -0.37
8 H 0.25
9 H 0.53
10 H 0.45
11 H 0.45
12 H 0.31
13 H 0.57
14 H 0.39
15 H 0.39
16 C -0.48
17 C -0.91
18 H 0.48
19 H -0.05
20 H 0.15
21 H 0.16
22 H 0.35
23 H 0.34

=====

Run y
Entry from OMol25: a 2-piece molecular cluster, C9H14 overall (ωB97M-V/def2-TZVPD).

Element x y z (Å)
C  1.969  -1.797  0.824
C  0.808  -0.949  1.225
C  -0.494  -1.462  1.160
C  -1.596  -0.657  1.371
C  -1.408  0.712  1.680
C  -0.124  1.178  1.876
C  0.982  0.360  1.607
H  2.849  -1.592  1.437
H  2.285  -1.719  -0.218
H  1.798  -2.871  0.944
H  -0.676  -2.474  0.825
H  -2.601  -1.048  1.453
H  -2.302  1.302  1.826
H  -0.033  2.204  2.211
H  1.930  0.854  1.785
C  -0.944  1.362  -2.157
C  0.153  0.572  -2.856
H  -0.521  2.307  -1.779
H  -1.784  1.761  -2.736
H  -1.452  0.936  -1.292
H  0.709  -0.048  -2.159
H  -0.354  -0.108  -3.551
H  0.806  1.176  -3.476

Results
frontier orbital gap	10.1	eV
SMILES string	Cc1ccccc1.CC
charge	0

And the Mulliken charges, in e, turn out to be:
1 C -1.39
2 C 0.76
3 C -0.34
4 C -0.52
5 C -0.50
6 C -0.45
7 C -0.37
8 H 0.35
9 H 0.26
10 H 0.38
11 H 0.34
12 H 0.36
13 H 0.40
14 H 0.36
15 H 0.36
16 C -0.73
17 C -0.64
18 H 0.25
19 H 0.35
20 H 0.14
21 H 0.10
22 H 0.25
23 H 0.30

=====

Run z
Entry from OMol25: a 2-piece molecular cluster, C9H14 overall (ωB97M-V/def2-TZVPD).

Element x y z (Å)
C  2.323  -2.539  0.708
C  1.719  -1.512  -0.169
C  1.497  -2.041  -1.415
C  0.769  -1.471  -2.462
C  0.496  -0.112  -2.336
C  0.551  0.534  -1.110
C  1.236  -0.158  -0.011
H  1.809  -2.984  1.499
H  3.192  -2.164  1.198
H  2.750  -3.321  -0.008
H  1.878  -2.944  -1.572
H  0.611  -1.956  -3.439
H  0.061  0.235  -3.259
H  -0.090  1.420  -1.118
H  1.370  0.368  1.006
C  -2.274  3.021  1.785
C  -2.723  1.667  1.337
H  -1.266  3.239  1.297
H  -2.819  3.759  1.393
H  -2.255  2.981  2.819
H  -3.312  1.144  2.140
H  -3.576  1.749  0.762
H  -1.948  1.084  0.957

Results
frontier orbital gap	10.0	eV
SMILES string	Cc1ccccc1.CC
charge	0

And the Mulliken charges, in e, turn out to be:
1 C -1.11
2 C 0.78
3 C -0.37
4 C -0.69
5 C -0.44
6 C -0.38
7 C -0.26
8 H 0.29
9 H 0.32
10 H 0.27
11 H 0.34
12 H 0.32
13 H 0.32
14 H 0.33
15 H 0.27
16 C -0.84
17 C -0.81
18 H 0.21
19 H 0.36
20 H 0.27
21 H 0.31
22 H 0.33
23 H 0.17

=====

What is the stability order? It is run w, run y, run x, run z, from most stable to least stable.

=====

Run w
Entry from OMol25: a 2-piece molecular cluster, C9H14 overall (ωB97M-V/def2-TZVPD).

Element x y z (Å)
C  2.660  -1.647  2.122
C  1.223  -1.345  1.835
C  0.306  -1.003  2.844
C  -0.736  -0.120  2.607
C  -1.089  0.191  1.285
C  -0.413  -0.430  0.222
C  0.723  -1.193  0.547
H  3.335  -0.901  1.696
H  2.984  -2.510  1.522
H  2.876  -1.728  3.185
H  0.406  -1.429  3.836
H  -1.403  0.349  3.326
H  -1.974  0.760  1.034
H  -0.762  -0.484  -0.789
H  1.193  -1.435  -0.400
C  -1.483  2.061  -3.602
C  -0.833  1.200  -2.549
H  -2.546  2.253  -3.633
H  -1.119  3.090  -3.720
H  -1.264  1.570  -4.565
H  0.024  1.574  -1.996
H  -1.563  0.924  -1.782
H  -0.544  0.254  -3.029

Results
frontier orbital gap	9.7	eV
SMILES string	Cc1ccccc1.CC
charge	0

And the Mulliken charges, in e, turn out to be:
1 C -1.21
2 C 0.53
3 C -0.50
4 C -0.51
5 C -0.34
6 C -0.33
7 C -0.56
8 H 0.28
9 H 0.33
10 H 0.35
11 H 0.39
12 H 0.34
13 H 0.35
14 H 0.56
15 H 0.29
16 C -1.00
17 C -0.67
18 H 0.31
19 H 0.28
20 H 0.25
21 H 0.42
22 H 0.14
23 H 0.30

=====

Run x
Entry from OMol25: a 2-piece molecular cluster, C9H14 overall (ωB97M-V/def2-TZVPD).

Element x y z (Å)
C  -0.678  -2.317  -0.096
C  -1.179  -0.955  -0.336
C  -0.951  0.080  0.670
C  -1.133  1.404  0.290
C  -1.479  1.786  -0.960
C  -1.947  0.686  -1.852
C  -1.645  -0.638  -1.607
H  0.459  -2.493  -0.294
H  -1.127  -3.135  -0.490
H  -0.738  -2.546  0.918
H  -0.347  -0.136  1.518
H  -0.953  2.154  1.115
H  -1.312  2.789  -1.222
H  -2.496  0.893  -2.808
H  -2.075  -1.352  -2.369
C  3.979  0.671  1.764
C  2.973  -0.247  1.247
H  4.573  1.011  0.884
H  3.597  1.428  2.345
H  4.497  0.115  2.517
H  2.508  -0.932  1.975
H  3.423  -0.926  0.566
H  2.346  0.312  0.623

Results
frontier orbital gap	9.6	eV
SMILES string	Cc1ccccc1.CC
charge	0

And the Mulliken charges, in e, turn out to be:
1 C -1.61
2 C 1.12
3 C -0.61
4 C -0.26
5 C -0.59
6 C -0.24
7 C -0.57
8 H 0.20
9 H 0.50
10 H 0.44
11 H 0.36
12 H 0.28
13 H 0.43
14 H 0.30
15 H 0.25
16 C -1.07
17 C -0.83
18 H 0.27
19 H 0.36
20 H 0.29
21 H 0.33
22 H 0.35
23 H 0.30

=====

What is the stability order? It is run w, run x, from most stable to least stable.